Molecular formula: O4S
Method: DFT, wB97M-V/def2-TZVPD

XYZ file:
```
5
O4S wB97M-V/def2-TZVPD
O -2.5559 -0.3282 -0.0016
O 0.5245 1.6348 0.0315
O 0.9231 -0.7907 -0.7598
O 1.0618 -0.8093 0.6676
S 0.0465 0.2934 0.0623
```

Values from the calculation:
Energy relative to the best compared isomer or geometry (same formula, charge and spin) in kcal per mole: 137.52
Multiplicity: 1
HOMO energy (spin up / spin down) in eV: -12.16 / -12.16
Electronic energy in hartree: -698.7692
Molar mass in g/mol: 96.06


Molecular formula: O5S2
Method: DFT, wB97M-V/def2-TZVPD

XYZ file:
```
7
O5S2 wB97M-V/def2-TZVPD
O 0.5597 -0.9135 1.5939
O -1.2192 -1.5862 0.0206
O 1.4781 1.7335 -0.5930
O 0.7117 0.1350 -2.3096
O -1.4348 0.5159 1.2865
S 0.2905 1.0339 -1.1858
S -0.4799 -0.4358 0.6327
```

Values from the calculation:
Charge: -2
Energy relative to the best compared isomer or geometry (same formula, charge and spin) in kcal per mole: 0.39
SMILES: O=S(=O)=S(=O)([O-])[O-]
Multiplicity: 1
HOMO energy in eV: 0.76
Electronic energy in hartree: -1172.5737
Molar mass in g/mol: 144.13


Molecular formula: S4Sb2Se4Tc
Method: DFT, wB97M-V/def2-TZVPD

XYZ file:
```
11
S4Sb2Se4Tc wB97M-V/def2-TZVPD
Tc -0.0317 -0.1575 0.0894
Se -0.4540 1.8792 -4.2481
Sb 1.2521 1.7153 -2.6892
Se 0.9764 -0.9321 -1.7411
Se -0.0583 2.0554 -0.2061
Se 3.4709 2.1963 -2.2271
S -1.9862 0.1257 3.8268
Sb -1.2537 -1.5763 2.6828
S -2.0223 -0.9117 0.2250
S 1.0895 -0.6677 1.8349
S -0.9828 -3.7265 2.4526
```

Values from the calculation:
Charge: +1
Energy relative to the best compared isomer or geometry (same formula, charge and spin) in kcal per mole: 75.71
Multiplicity: 1
HOMO energy in eV: -12.70
Electronic energy in hartree: -11759.4758
Molar mass in g/mol: 785.63